# 1
7 unconnected molecules or ions with the total composition C5H25N2O7. Source: OMol25; level of theory: wB97M-V/def2-TZVPD.

Structure (XYZ):
```
39
Properties=species:S:1:pos:R:3:forces:R:3:lowdin_charge:R:1
O 0.068331 -0.840964 -0.272272 -0.7 1.7 -0.2 -0.003
C -0.065524 -0.041549 -1.220187 1.4 -1.9 1.6 -0.447
N 0.469579 -0.361173 -2.393246 -0.5 0.4 -0.3 0.093
C 0.651373 0.487364 -3.552003 -1.7 1.0 0.8 -0.216
C 1.542602 1.669590 -3.283956 1.5 2.0 -1.4 -0.094
C -0.837989 1.239763 -0.998039 -1.2 -2.9 -0.8 -0.035
N -1.611241 1.053129 0.248213 -0.9 -1.6 2.0 -0.041
C -2.679434 2.084884 0.355279 -1.3 -0.5 -1.9 -0.009
H 0.958735 -1.240649 -2.411902 0.0 -0.3 0.3 0.157
H 1.005482 -0.183315 -4.289352 0.7 -0.3 -0.9 0.110
H -0.329456 0.876872 -3.965953 0.8 -0.6 0.6 0.140
H 2.303066 1.723469 -2.515571 -0.2 -1.2 1.0 0.073
H 1.047144 2.667644 -3.153314 0.1 -1.0 -0.6 0.088
H 2.263247 1.707495 -4.132009 -0.8 0.6 0.0 0.091
H -0.185648 2.101687 -0.960186 -0.4 0.4 -0.2 0.149
H -1.591712 1.085571 -1.805344 0.5 1.5 0.1 0.166
H -2.126692 0.132180 0.412224 1.0 0.6 -1.4 0.167
H -0.960393 0.983128 1.127759 -0.7 1.3 -1.4 0.138
H -2.827116 2.367604 1.358311 -0.1 0.5 1.1 0.081
H -3.676851 1.768171 -0.114165 1.5 -0.3 0.9 0.135
H -2.413462 2.877759 -0.314752 0.4 0.9 0.3 0.083
H 1.240592 -3.990665 -0.106462 0.0 -0.9 1.1 0.026
H 0.454355 -2.592472 0.162114 -0.4 0.1 1.1 -0.010
O 0.907344 -3.175304 -0.421651 0.7 0.3 -2.4 -0.039
H 2.941284 -1.029068 3.540169 1.1 -0.7 0.1 0.057
H 2.299421 -0.256212 2.355621 0.8 0.2 -1.4 0.007
O 2.217297 -0.503141 3.261258 -1.4 0.7 1.0 -0.008
H 0.188239 2.755972 2.176281 0.5 0.0 1.1 0.084
H -0.263530 1.364552 3.039597 0.6 0.2 1.1 0.040
O -0.289020 1.937986 2.276743 -0.9 -0.4 -1.4 -0.012
H 0.508734 -0.516257 3.338252 0.1 -0.5 -0.7 -0.031
H -0.146142 -0.720365 4.556846 -1.3 -0.2 -0.9 0.081
O -0.416041 -0.693263 3.597662 0.9 0.8 1.7 -0.094
H 2.182616 -0.363802 -0.116927 -0.2 0.1 0.0 0.002
H 3.159280 -1.289273 0.481610 0.3 -0.3 0.0 0.049
O 3.022696 -0.347783 0.356303 -0.3 0.1 0.1 -0.039
H -3.214918 -2.078283 -1.023480 -0.2 -0.1 0.5 0.054
H -4.060500 -2.265648 0.276972 0.5 0.2 -0.3 0.063
O -3.303424 -1.784534 -0.102676 -0.2 0.1 -0.1 -0.057
```
Positions in Å, forces in eV/Å.

Net charge: +1
Energy above the lowest of the compared OMol25 structures with the same formula, charge and spin in eV: 2.510
E_HOMO in eV: -13.3
Orbital gap in eV: 10.773

***

# 2
A molecular structure, C5H25O9. Source: OMol25; level of theory: wB97M-V/def2-TZVPD.

Structure (XYZ):
```
39
Properties=species:S:1:pos:R:3:forces:R:3:lowdin_charge:R:1
C -2.498036 0.341599 -0.358753 -1.6 -1.3 1.1 -0.211
O -2.938558 -0.432242 -1.496364 -0.4 -1.3 -0.7 -0.144
C -1.094899 0.879760 -0.625077 -2.8 -0.7 -3.7 -0.212
C -0.985363 2.334369 -0.432433 3.4 1.8 0.8 -0.190
C -0.031157 2.845082 0.748806 -1.1 0.3 -0.2 -0.160
C 0.882817 2.170276 1.431254 0.1 -0.3 0.8 -0.030
H -2.599153 -0.382798 0.546842 0.3 1.6 -1.1 0.142
H -3.294370 1.164071 -0.341392 1.3 -0.8 0.6 0.123
H -0.316652 0.280810 -0.324188 1.7 -1.3 1.6 0.054
H -0.991038 0.651892 -1.766421 -0.2 0.6 1.7 0.137
H -1.901721 2.842057 -0.195365 -0.7 0.1 -0.5 0.083
H -0.532599 2.691997 -1.415970 -0.8 0.5 1.4 0.125
H -0.248553 3.891075 0.993132 0.3 -0.1 -0.2 0.081
H 0.960256 1.125050 1.213622 0.2 -0.7 -0.2 0.042
H 1.630600 2.451318 2.232338 -1.4 0.4 -1.0 0.090
H 2.579435 -0.989494 -0.184944 0.3 0.1 -0.8 -0.027
H 3.926132 -0.555532 -0.991886 -0.3 0.5 -1.4 0.000
O 3.557398 -0.868019 -0.191874 0.3 -0.5 2.3 -0.093
H -1.072377 1.121443 3.901635 1.9 -0.1 0.5 0.055
H -0.876341 -0.272666 4.184664 1.7 0.5 0.2 0.019
O -0.314766 0.564721 4.260803 -3.4 0.2 -0.5 -0.152
H 1.140109 -0.443877 -3.299292 -2.7 -2.0 -5.8 -0.109
H -3.342315 -1.304904 -1.287797 0.6 1.1 0.3 0.108
O 1.469267 -0.207386 -2.534065 2.9 2.1 6.7 -0.138
H 1.404316 2.049429 -1.520442 -0.1 -0.1 -0.7 0.013
H 2.303213 1.586136 -0.564067 2.0 -7.1 4.3 -0.098
O 2.154578 2.308823 -0.991384 -1.0 7.0 -4.4 0.005
H -0.609898 -2.343251 2.587290 0.5 0.6 0.1 -0.010
H 0.461484 -1.396802 3.383911 -1.5 -0.7 -0.4 0.069
O -0.455794 -1.780496 3.391732 0.9 -0.3 0.4 -0.132
H 1.601792 -2.520514 -0.772944 -1.5 2.5 0.2 0.079
H 1.268780 -0.870405 -1.654449 0.0 0.4 -1.6 -0.049
O 1.063751 -1.647617 -0.631004 0.9 -2.9 0.7 -0.341
H -0.362226 -1.619433 -2.791506 -1.5 0.3 -1.8 0.043
H -1.836110 -1.115220 -2.855360 2.2 -0.8 -2.1 0.052
O -1.080004 -1.463608 -3.511621 -0.7 0.4 3.9 -0.169
H 0.020401 -2.236342 0.478438 -0.7 -1.3 0.4 0.046
H 0.014259 -3.683764 1.188324 -0.5 0.7 -0.3 0.051
O -0.576821 -2.917524 1.037907 1.2 0.3 -0.6 -0.152
```
Positions in Å, forces in eV/Å.

Net charge: -1
E_HOMO in eV: -6.1
Orbital gap in eV: 9.139

***

# 3
7 unconnected molecules or ions with the total composition C5H26N2O7. Source: OMol25; level of theory: wB97M-V/def2-TZVPD.

Structure (XYZ):
```
40
Properties=species:S:1:pos:R:3:forces:R:3:lowdin_charge:R:1
N -0.986937 0.059964 3.590752 0.9 5.7 1.8 -0.040
C 0.148654 0.415219 2.636831 1.4 -3.0 1.9 -0.257
C -0.009451 1.282075 1.351248 -1.9 0.6 1.6 -0.219
C 0.943457 0.962799 0.176968 -1.6 -2.1 2.3 -0.182
C 0.350730 1.511326 -1.109429 -0.5 0.2 1.2 -0.375
N 1.412596 1.531632 -2.125934 -1.1 0.1 1.5 0.056
C -0.964802 0.722743 -1.445841 0.7 -1.0 -0.8 -0.235
O -2.224978 1.279769 -1.180509 -1.4 2.0 0.7 -0.109
H -1.638681 0.912471 3.863765 2.3 -1.5 -0.4 0.113
H -1.685108 -0.421681 3.185490 -2.4 -2.9 -2.4 -0.027
H 1.055575 0.634624 3.420969 -2.0 0.0 -2.4 0.132
H 0.333478 -0.694768 2.320084 0.4 1.9 0.1 0.123
H 0.008042 2.345663 1.610347 0.6 0.1 0.1 0.108
H -1.127995 1.202012 1.139240 1.3 -0.5 -0.5 0.120
H 0.886533 -0.192198 0.271217 0.7 1.5 -1.0 0.127
H 1.947126 1.291130 0.472217 -0.3 0.2 -0.6 0.089
H -0.078708 2.517316 -0.817330 1.1 -0.3 -0.8 0.152
H 0.910012 1.864690 -2.928836 0.8 -0.6 -1.2 0.066
H 1.859171 0.593900 -2.124192 -0.7 1.0 -0.9 0.093
H -1.037783 -0.196726 -0.814178 0.6 0.5 -0.8 0.101
H -1.019571 0.447372 -2.531557 0.7 0.0 0.9 0.128
H -2.364360 2.256478 -1.189109 0.8 -1.1 -0.3 0.130
O 0.857741 -2.444930 -1.818044 1.0 1.8 1.3 -0.090
H 0.314758 -3.215662 -1.900321 -0.5 -0.5 0.3 0.013
H 0.355092 -1.831058 -1.199992 0.8 -1.5 -1.4 0.038
O -3.530608 -1.077515 -0.806070 0.7 -3.7 -0.4 0.005
H -3.160526 -0.295642 -1.122829 0.3 2.9 -0.2 -0.030
H -4.269932 -1.025204 -0.245195 -1.2 0.8 0.8 0.043
O 3.175223 2.414657 2.782692 2.8 2.3 -4.8 -0.019
H 2.920965 1.803838 3.374453 -1.4 -3.4 3.4 -0.056
H 3.811456 1.931868 2.162069 -1.2 1.2 1.5 0.069
O -1.437636 -1.934026 -2.278292 1.5 0.0 2.0 -0.045
H -1.114061 -2.171601 -3.110745 0.1 -0.4 -2.0 0.046
H -2.340144 -1.821115 -2.163013 -2.9 0.1 -0.5 -0.009
O -1.886839 -3.748233 0.311371 0.4 -1.4 -0.1 -0.011
H -2.176905 -3.314237 -0.464585 -0.4 -0.1 -2.4 -0.021
H -2.033320 -2.985698 0.814590 0.0 1.5 2.4 -0.007
O 4.531125 0.430301 0.233844 0.5 -1.8 -3.4 -0.084
H 4.226192 -0.079388 -0.634179 0.8 1.7 3.0 0.117
H 3.755321 0.577290 0.739299 -1.3 -0.1 0.4 -0.050
```
Positions in Å, forces in eV/Å.

Net charge: 0
SMILES string: NCCC[C@@H](N)CO.O.O.O.O.O.O
Energy above the lowest of the compared OMol25 structures with the same formula, charge and spin in eV: 4.879
E_HOMO in eV: -9.7
Orbital gap in eV: 9.880

***

# 4
8 unconnected molecules or ions with the total composition C5H26N2O8. Source: OMol25; level of theory: wB97M-V/def2-TZVPD.

Structure (XYZ):
```
41
Properties=species:S:1:pos:R:3:forces:R:3:lowdin_charge:R:1
C 1.589099 1.130690 1.052242 0.0 0.3 -0.7 -0.104
N 0.207806 1.411210 0.676289 0.1 -0.4 0.9 -0.221
C -0.571969 2.200145 1.618079 0.1 1.2 -1.2 -0.147
C -0.458297 3.662507 1.190302 -0.8 0.5 1.1 -0.229
O -1.276278 4.460599 1.577991 0.2 0.1 -0.2 0.043
C -0.421169 0.129408 0.278319 -0.9 0.7 0.7 -0.198
C -1.070377 0.264801 -1.073397 1.2 1.0 -2.5 -0.254
N -1.172329 -0.870093 -1.997464 -1.0 -0.5 1.1 0.019
H 2.228567 1.982968 1.294089 -0.5 0.4 0.3 0.099
H 1.692533 0.366787 1.829695 0.0 0.1 0.1 0.078
H 2.021328 0.758935 0.133056 0.3 -0.4 0.2 0.053
H -0.376978 2.178358 2.698927 0.4 -0.5 -0.1 0.132
H -1.643166 2.037729 1.495945 0.0 -0.4 0.0 0.129
H 0.363630 4.020431 0.549698 0.2 -0.4 -0.2 0.120
H 0.312912 -0.666563 0.332411 0.1 -0.1 -0.2 0.089
H -1.207532 -0.074094 1.008217 0.1 -0.3 0.2 0.093
H -2.000901 0.833587 -1.061654 -0.3 -0.4 0.4 0.112
H -0.442458 0.941626 -1.663148 0.2 0.2 0.3 0.095
H -1.654693 -1.611010 -1.497326 0.1 -0.3 -0.4 0.033
H -0.268232 -1.236603 -2.264750 0.1 0.2 0.0 0.024
O 1.167683 -2.868083 -0.504754 0.6 -0.1 0.5 -0.067
H 0.316886 -2.735674 -0.040544 0.1 0.0 -0.6 -0.003
H 1.212209 -2.333503 -1.301825 -0.4 0.0 -0.1 0.016
O 1.502405 2.482986 -1.923994 0.2 0.0 0.4 -0.067
H 2.376491 2.240042 -1.599913 0.2 0.0 -0.3 0.031
H 1.015215 2.522407 -1.082565 -0.4 -0.2 -0.2 -0.008
O -4.318611 -0.506645 -0.236655 0.3 -0.5 -0.1 -0.055
H -3.467874 -0.950028 -0.355586 0.1 0.3 0.2 -0.002
H -4.879797 -1.076549 -0.771659 -0.4 0.2 0.0 0.039
O -1.402901 -2.639814 0.561862 -0.6 -0.1 0.8 -0.058
H -1.810081 -3.430576 0.940603 0.1 -0.1 -0.4 0.079
H -1.361073 -2.068041 1.351646 0.3 0.0 -0.3 0.017
O -0.488998 -1.487435 3.013259 0.2 0.1 1.1 -0.041
H 0.371856 -1.170497 3.320770 0.2 0.0 -0.6 0.059
H -0.897797 -1.641012 3.877743 -0.4 -0.1 -0.3 0.066
O 3.345015 -0.903461 0.462632 0.4 -1.1 -0.6 -0.078
H 2.741050 -1.635099 0.228373 -0.4 0.2 0.4 0.018
H 4.111519 -1.204568 -0.040260 0.3 0.3 0.2 0.049
O 1.626121 -1.086539 -3.783797 0.2 -0.7 0.7 -0.047
H 1.102998 -1.263574 -4.569395 0.0 0.5 -0.1 0.047
H 1.886188 -0.165758 -3.723461 -0.3 0.2 -0.4 0.036
```
Positions in Å, forces in eV/Å.

Net charge: 0
SMILES string: CN(CC=O)CCN.O.O.O.O.O.O.O
Energy above the lowest of the compared OMol25 structures with the same formula, charge and spin in eV: 3.214
E_HOMO in eV: -8.8
Orbital gap in eV: 8.809

***

# 5
8 unconnected molecules or ions with the total composition C5H26N2O8. Source: OMol25; level of theory: wB97M-V/def2-TZVPD.

Structure (XYZ):
```
41
Properties=species:S:1:pos:R:3:forces:R:3:lowdin_spin:R:1
N -1.798725 -0.486718 1.632449 -0.5 -1.0 -0.8 -0.004
C -0.013116 1.161881 3.497697 -2.1 -1.7 0.4 -0.002
C -0.173796 1.378810 1.955063 2.2 1.4 1.0 -0.001
C -0.665656 0.203898 1.033848 1.2 -0.9 0.4 -0.009
C -1.001422 1.046449 -0.141222 -1.1 -0.4 -0.3 -0.006
N -0.234171 1.133271 -1.277093 2.6 0.6 -2.0 0.513
C 0.966233 0.340849 -1.648620 1.0 0.5 -1.8 0.072
O -1.981440 1.772260 -0.150880 -0.4 0.4 -0.1 0.315
H -2.668423 -0.087158 1.284234 0.0 0.1 0.4 0.000
H -1.870241 -1.507534 1.434645 0.5 1.2 0.0 0.000
H 0.842948 1.638266 3.992501 -0.1 -0.3 -0.6 0.000
H -0.038528 0.055667 3.589733 0.8 0.4 0.4 0.000
H -0.931708 1.385954 4.142583 1.0 0.2 -1.3 0.001
H -0.811838 2.304386 1.845681 0.7 -1.0 -0.4 0.002
H 0.915419 1.574270 1.621234 -1.6 0.2 0.1 0.001
H 0.154598 -0.535796 0.692462 -1.0 1.1 1.1 0.000
H -0.456061 1.954043 -1.908065 -0.2 -1.2 0.8 0.002
H 1.541536 0.716424 -2.627944 -2.2 -0.6 1.8 0.000
H 0.656537 -0.730336 -1.780523 0.5 1.2 0.4 0.026
H 1.860321 0.466481 -0.962382 -1.1 -0.4 0.3 0.035
H -2.311006 -2.172986 -2.735772 -0.5 1.1 0.9 0.000
H -2.693056 -1.123271 -1.508697 -0.3 -1.6 -2.2 0.000
O -2.886555 -1.401859 -2.471687 1.1 0.1 1.7 0.001
H 0.369049 -3.784211 2.519672 -1.3 -0.9 0.4 0.000
H 0.948333 -2.353466 2.619870 0.5 -2.0 -0.3 0.000
O 1.159512 -3.307638 2.367601 0.8 2.7 0.4 0.000
H 1.725534 -3.066845 0.754025 -0.6 0.9 -0.2 0.000
H 2.253479 -3.215311 -0.616317 -0.5 1.1 0.0 0.000
O 1.690498 -2.575093 -0.109973 1.2 -1.8 -0.1 0.000
H 0.009957 -3.716396 -1.327297 -0.3 -0.5 -0.2 0.000
H 0.338077 -2.384500 -1.742555 -0.3 -0.8 -0.5 0.001
O -0.155160 -3.154921 -2.095931 0.3 0.9 0.6 0.002
H 1.405765 3.830389 -1.150099 0.9 -0.2 1.1 0.000
H 0.879785 2.886758 -0.084476 1.9 1.1 0.2 0.000
O 1.739686 3.354550 -0.339428 -2.7 -0.7 -1.2 0.011
H 3.146086 1.936580 -0.802027 -0.3 1.0 0.6 -0.001
H 4.069360 1.476622 -1.911209 -0.2 -0.7 2.4 0.000
O 3.821998 1.276687 -0.934834 0.6 0.0 -2.9 0.029
H -3.425333 1.842082 -1.737523 -0.1 0.7 1.5 0.000
H -2.994881 0.509280 -2.388683 0.1 -1.0 -0.1 -0.001
O -3.383591 1.358185 -2.530061 -0.1 0.4 -2.0 0.014
```
Positions in Å, forces in eV/Å.

Net charge: +1
Multiplicity: 2
Energy above the lowest of the compared OMol25 structures with the same formula, charge and spin in eV: 3.477
Expectation value of S²: 0.776
E_HOMO (spin up / spin down) in eV: -14.0 / -14.0
Orbital gap (spin up / spin down) in eV: 10.051 / 4.943

***

# 6
9 unconnected molecules or ions with the total composition C5H26N3O8. Source: OMol25; level of theory: wB97M-V/def2-TZVPD.

Structure (XYZ):
```
42
Properties=species:S:1:pos:R:3:forces:R:3:lowdin_charge:R:1
C 0.564354 1.906874 -2.068574 0.2 -0.7 0.8 -0.234
C 2.022769 1.933398 -1.515167 -0.7 1.6 0.5 -0.109
C 2.129421 1.050934 -0.323694 0.8 -1.2 0.9 -0.219
C 2.862770 -0.131167 -0.152257 -1.9 2.1 0.9 0.014
N 2.561287 -0.595143 1.127826 -1.0 2.1 -0.5 0.099
C 1.662933 0.248909 1.728566 1.7 0.7 -3.3 -0.012
N 1.399782 1.275630 0.859404 1.4 -2.4 0.4 0.174
N 0.095523 0.573087 -2.475579 -0.3 0.8 1.0 0.020
H -0.140652 2.349292 -1.342427 0.5 -0.4 0.0 0.094
H 0.506382 2.577776 -2.880729 0.0 0.6 -1.2 0.101
H 2.740819 1.617289 -2.269886 0.0 0.0 0.0 0.118
H 2.254583 3.022416 -1.231768 -0.2 -1.5 -0.3 0.151
H 3.511839 -0.619979 -0.847464 0.2 -0.2 0.0 0.132
H 2.841659 -1.506451 1.442296 -0.2 -0.2 0.5 0.137
H 1.251371 0.124502 2.679599 -0.5 -0.2 1.1 0.114
H 0.704094 2.046799 1.027324 0.1 -0.1 -0.2 0.112
H 0.357925 -0.124245 -1.778600 0.0 0.0 -0.4 0.048
H 0.429756 0.313279 -3.377695 0.4 -0.3 -0.5 0.080
H -3.584412 1.872847 0.789226 0.8 -0.3 -0.1 0.107
H -2.661626 1.189367 -0.312165 -0.3 0.0 0.4 0.031
O -2.685806 1.500904 0.663044 -0.7 0.5 -0.4 -0.096
H -0.497518 -1.670089 3.786993 -0.3 -0.6 1.7 0.061
H -1.007780 -1.234868 2.460484 -0.9 0.2 -0.7 0.007
O -0.180398 -1.414241 2.946612 1.0 0.1 -0.7 -0.053
H 0.767857 -2.461251 2.042667 0.1 -0.5 0.0 0.031
H 1.417986 -3.882932 1.656113 -0.2 0.5 0.0 0.095
O 1.383398 -2.940480 1.417168 0.0 -0.5 0.3 -0.084
H -2.539133 -2.736723 -1.219871 -0.2 -0.2 -0.1 0.088
H -1.133066 -2.136211 -0.907749 -0.7 0.1 -0.1 0.040
O -2.120383 -1.973716 -0.818887 0.9 -0.4 -0.1 -0.065
H -2.601232 -0.427023 -1.466239 0.2 -1.1 0.1 0.001
H -1.924098 0.722523 -2.172504 1.9 0.2 -1.2 0.000
O -2.695748 0.490185 -1.699586 -2.0 1.1 0.8 -0.010
H 0.811208 -3.038504 -1.593246 0.0 0.0 -0.1 0.082
H 0.867303 -2.511717 -0.138212 0.1 -0.2 0.1 0.009
O 0.535337 -2.302746 -1.037691 0.0 0.1 -0.1 -0.053
H -0.706719 3.782184 1.419999 -0.9 3.3 2.7 0.012
H -1.371533 2.519736 0.797087 0.1 0.5 0.3 0.033
O -0.556808 3.091666 0.871387 0.8 -3.7 -2.7 -0.024
H -2.503665 -0.065900 1.453461 -0.3 1.3 -0.4 -0.006
H -2.367200 -1.449429 0.808584 -0.2 -0.2 -0.4 0.006
O -2.402577 -0.986779 1.652151 0.4 -1.2 1.2 -0.032
```
Positions in Å, forces in eV/Å.

Net charge: +1
Energy above the lowest of the compared OMol25 structures with the same formula, charge and spin in eV: 0.000
E_HOMO in eV: -12.4
Orbital gap in eV: 10.021

***

Q: Which value of net charge does entry 2 give?
A: -1